Entry 1:
One molecule with the formula C8H13FN4 in a non-equilibrium geometry. Source: OMol25; level of theory: ωB97M-V/def2-TZVPD.

XYZ file:
```
26
Properties=species:S:1:pos:R:3:lowdin_charge:R:1
C -3.430 -0.602 -0.353 -0.124
C -2.214 -0.149 -1.115 -0.320
C -1.719 0.997 -0.421 -0.262
C -1.205 0.714 1.126 -0.172
C 0.916 -0.218 0.638 -0.340
C 1.335 1.232 0.582 0.043
C 2.613 1.287 -0.239 -0.366
C 2.998 -0.942 0.014 -0.452
H -3.837 -1.446 -0.969 0.087
H -3.315 -1.105 0.659 0.097
H -4.118 0.103 -0.146 0.028
H -1.251 -1.033 -1.098 0.187
H -2.153 0.214 -2.173 0.123
H -0.669 1.184 -0.892 0.119
H -2.436 1.859 -0.266 0.132
H -0.602 1.645 1.497 0.114
H -2.124 0.648 1.875 0.144
H -0.459 -1.399 1.011 0.116
H 0.527 1.983 0.403 0.066
H 4.916 -1.334 -0.616 0.124
H 4.047 -2.872 0.005 0.165
N -0.363 -0.442 0.919 0.012
N 3.423 0.294 -0.467 0.132
N 4.013 -1.794 -0.302 0.088
N 1.824 -1.218 0.545 0.152
F 3.280 2.394 -0.217 0.106
```

Summary:
Energy above the lowest of the compared OMol25 structures with the same formula, charge and spin, kcal per mole: 114.6
LUMO energy, eV: 0.9
Frontier orbital gap, Eh: 0.328
SMILES: CCCCNc1cc(F)nc(N)n1

***

Entry 2:
C8H13FNO4PS as an isolated structure in a non-equilibrium geometry. Source: OMol25; level of theory: ωB97M-V/def2-TZVPD.

XYZ file:
```
29
Properties=species:S:1:pos:R:3:lowdin_charge:R:1
C -1.691 2.326 -1.162 -0.053
C -0.782 1.132 -1.303 -0.259
C -0.559 0.548 -2.546 -0.042
C 0.298 -0.536 -2.679 -0.066
C 0.935 -1.052 -1.567 -0.052
C 0.724 -0.484 -0.319 -0.247
C 1.449 -1.035 0.881 -0.183
N 0.492 -1.707 1.855 -0.324
P 1.412 -2.180 3.280 0.694
O 2.777 -1.631 3.302 -0.389
S -0.264 -2.986 1.117 0.549
O -1.363 -2.551 0.345 -0.207
O 0.678 -3.922 0.608 -0.238
F -0.862 -3.606 2.436 -0.175
C -0.133 0.604 -0.200 -0.001
H -1.827 2.813 -2.128 0.075
H -1.233 3.072 -0.514 0.056
H -2.657 2.051 -0.736 0.088
H -1.042 0.955 -3.427 0.110
H 0.473 -0.968 -3.657 0.106
H 1.615 -1.890 -1.666 0.117
H 1.903 -0.223 1.445 0.119
H 2.212 -1.743 0.564 0.115
H 1.376 -3.575 3.310 0.025
H 0.602 -1.703 4.315 0.024
H -0.304 1.053 0.774 0.129
O -1.575 5.411 -0.651 -0.054
H -0.902 5.939 -0.209 0.041
H -1.752 5.887 -1.468 0.042
```

Summary:
LUMO energy, eV: 0.6
Frontier orbital gap, Eh: 0.359

***

Entry 3:
C8H13GaNO3S as an isolated structure in a non-equilibrium geometry. Source: OMol25; level of theory: ωB97M-V/def2-TZVPD.

XYZ file:
```
27
Properties=species:S:1:pos:R:3:lowdin_charge:R:1
C 2.696 -0.895 -1.350 -0.163
C 1.712 -0.684 -2.365 -0.172
C 0.523 -1.357 -1.999 -0.161
C 0.731 -1.957 -0.691 -0.244
C 2.130 -1.708 -0.331 -0.191
Ga 0.436 -0.055 0.364 0.418
N 1.676 0.940 1.452 -0.104
C 1.223 2.229 0.808 -0.401
C 0.409 1.813 -0.411 -0.187
H -0.378 -1.478 -2.599 0.093
H 1.880 -0.151 -3.300 0.082
H 0.103 -2.736 -0.250 0.099
H 2.654 -2.175 0.505 0.094
H 3.730 -0.551 -1.390 0.083
H 0.974 1.907 -1.345 0.039
H 0.604 2.845 1.488 0.086
H 1.467 1.003 2.452 0.006
H -0.579 2.277 -0.454 0.030
H 2.088 2.851 0.515 0.074
C -3.677 -0.692 1.553 -0.159
S -2.451 0.217 0.654 0.491
O -2.731 0.162 -0.768 -0.319
O -2.273 1.510 1.283 -0.326
O -1.209 -0.708 0.989 -0.361
H -4.646 -0.198 1.434 0.062
H -3.379 -0.699 2.607 0.066
H -3.709 -1.709 1.151 0.065
```

Summary:
LUMO energy, eV: 2.9
Frontier orbital gap, Eh: 0.255
Total charge: -1

***

Entry 4:
An isolated ion of composition C8H13IN3 and charge +1 in a non-equilibrium geometry. Source: OMol25; level of theory: ωB97M-V/def2-TZVPD.

XYZ file:
```
25
Properties=species:S:1:pos:R:3:lowdin_charge:R:1
C -0.352 -2.199 0.727 0.044
C 0.666 -1.264 1.014 -0.024
C -1.156 -0.786 -1.022 0.042
C -1.334 -1.899 -0.238 -0.219
C 0.663 -0.049 0.317 -0.263
C -2.388 -2.954 -0.353 -0.005
C 1.988 2.144 -0.388 -0.310
C 1.878 0.898 0.472 -0.597
N -0.227 0.130 -0.643 0.147
N 2.077 1.133 1.838 0.091
N 0.776 2.983 -0.428 0.017
I 3.590 -0.591 -0.595 0.578
H -0.453 -3.255 1.123 0.147
H 1.412 -1.408 1.870 0.142
H -1.794 -0.539 -1.822 0.139
H -1.956 -3.749 0.309 0.097
H -3.272 -2.640 0.033 0.057
H -2.610 -3.165 -1.413 0.113
H 2.894 2.711 -0.015 0.129
H 2.239 1.925 -1.494 0.113
H 2.086 0.348 2.503 0.107
H 2.593 1.961 2.157 0.128
H 0.288 3.127 0.420 0.068
H -0.172 0.982 -1.266 0.189
H 1.050 3.851 -0.811 0.070
```

Summary:
Energy above the lowest of the compared OMol25 structures with the same formula, charge and spin, kcal per mole: 3.0
LUMO energy, eV: -4.4
Frontier orbital gap, Eh: 0.289
SMILES: Cc1ccc([C@@](N)(I)CN)[nH+]c1
Total charge: +1